Formula: C47H89ClFN2O18P5S
Source: the Open Molecules 2025 dataset
Level of theory: ωB97M-V/def2-TZVPD

Calculated values
LUMO: -0.209 eV
Structure (SMILES): C=CCc1cc(CCCN)c2c(c1)Sc1ccc(P(O)Cl)c(CCCCOC)c1N2F.CCOP(=O)(OCC)OCC.CCOP(=O)(OCC)OCC.CCOP(=O)(OCC)OCC.CCOP(=O)(OCC)OCC
Maximum force: 7.8 eV/A
Total energy: -5973.2888 Ha

The geometry in ORCA input format:
```
! wB97M-V def2-TZVPD RIJCOSX def2/J DEFGRID3
* xyz 0 1
C 2.6402 0.7996 3.8494
C 2.7228 2.1021 4.1089
C 1.8132 2.7784 5.1094
C 0.9709 3.8569 4.4359
C 0.7888 3.8852 3.0661
C -0.0168 4.8674 2.4905
C -0.1395 4.8896 0.9862
C 1.0405 5.7210 0.4039
C 1.6474 5.1294 -0.8663
N 3.0662 5.5511 -0.9090
C -0.6646 5.7923 3.2968
C -0.4488 5.7535 4.6807
C 0.3598 4.8017 5.2582
S -1.2872 6.9659 5.6586
C -2.8242 6.9669 4.7943
C -4.0121 7.0797 5.4852
C -5.1981 7.0472 4.7767
C -5.2029 6.8845 3.3946
P -6.7874 6.7840 2.4543
O -7.9122 6.8472 3.6402
Cl -6.9181 8.6242 1.4684
C -3.9932 6.7897 2.6930
C -3.9275 6.6103 1.1855
C -3.6546 5.1177 0.8776
C -4.8467 4.2207 1.2081
C -4.5477 2.7524 0.9645
O -5.6550 2.0148 1.4650
C -5.5312 0.6340 1.2067
C -2.7883 6.8403 3.4025
N -1.5313 6.7647 2.7186
F -0.9084 8.0554 2.8726
H 2.1947 0.1282 4.5736
H 2.9793 0.4558 2.8781
H 3.4247 2.7425 3.5814
H 2.3784 3.2129 5.9362
H 1.1140 2.0120 5.4520
H 1.2449 3.1643 2.4019
H -1.0700 5.3631 0.6924
H -0.1082 3.8740 0.5894
H 0.7588 6.7663 0.2831
H 1.8275 5.7080 1.1647
H 1.5829 4.0378 -0.9093
H 1.1978 5.5842 -1.7516
H 3.5415 5.1062 -0.1329
H 3.4961 5.2618 -1.7781
H 0.5125 4.7894 6.3296
H -4.0098 7.1940 6.5612
H -6.1091 7.1354 5.3572
H -7.5591 6.5395 4.4821
H -3.0816 7.2012 0.8392
H -4.8708 6.9362 0.7536
H -3.4164 5.0108 -0.1837
H -2.8148 4.7931 1.4931
H -5.6959 4.5551 0.6054
H -5.1718 4.3084 2.2471
H -3.6819 2.4847 1.5882
H -4.3891 2.5214 -0.0938
H -5.0765 0.4675 0.2239
H -4.8804 0.1470 1.9456
H -6.5074 0.1548 1.2514
O 2.5207 -1.5779 -0.1734
P 2.8440 -2.9721 -0.5754
O 2.2033 -3.1231 -2.0700
C 2.2848 -2.0659 -3.0225
C 3.6438 -1.9759 -3.6875
O 1.6820 -3.7335 0.2964
C 0.9863 -3.0724 1.3526
C -0.2991 -2.4497 0.8486
O 3.5912 -4.4037 -0.5934
C 4.5860 -4.7452 -1.5641
C 5.8867 -3.9976 -1.3539
H 2.0196 -1.1107 -2.5657
H 1.5248 -2.2784 -3.7753
H 4.4351 -1.8377 -2.9462
H 3.6733 -1.1338 -4.3794
H 3.8649 -2.8830 -4.2522
H 1.6215 -2.3309 1.8354
H 0.7542 -3.8294 2.1048
H -0.1189 -1.7861 0.0026
H -0.7879 -1.8785 1.6395
H -0.9889 -3.2212 0.5022
H 4.1931 -4.6060 -2.5718
H 4.7600 -5.8157 -1.4451
H 5.7265 -2.9158 -1.3596
H 6.6031 -4.2480 -2.1360
H 6.3245 -4.2560 -0.3892
O 1.9472 8.3586 -6.9991
P 2.6280 7.1532 -6.4972
O 2.6667 6.0544 -7.6849
C 2.7293 6.4474 -9.0560
C 4.1197 6.8623 -9.4915
O 1.5878 6.4778 -5.4656
C 0.3891 7.1452 -5.0706
C -0.7786 6.7133 -5.9325
O 3.8537 6.6311 -5.6196
C 5.1891 6.5605 -6.1315
C 5.8150 7.9285 -6.3108
H 2.0120 7.2432 -9.2630
H 2.4130 5.5775 -9.6328
H 4.4933 7.6856 -8.8800
H 4.1095 7.1872 -10.5322
H 4.8217 6.0313 -9.4051
H 0.5175 8.2264 -5.0908
H 0.2039 6.8634 -4.0323
H -0.5605 6.8590 -6.9907
H -1.6761 7.2787 -5.6780
H -0.9840 5.6514 -5.7884
H 5.2101 5.9772 -7.0533
H 5.7590 5.9938 -5.3957
H 5.2068 8.5620 -6.9608
H 6.8113 7.8389 -6.7438
H 5.8997 8.4369 -5.3502
O -6.2183 -6.4222 -0.4434
P -5.7559 -5.5035 0.6260
O -6.2633 -4.0680 -0.0360
C -7.4397 -3.9775 -0.8306
C -8.7189 -3.9574 -0.0163
O -4.1620 -5.3806 0.4165
C -3.4337 -6.3413 -0.3508
C -3.2775 -5.8686 -1.7806
O -5.6324 -4.8366 2.0843
C -6.7412 -4.2665 2.7806
C -7.7160 -5.3127 3.2807
H -7.4736 -4.7839 -1.5645
H -7.3538 -3.0434 -1.3892
H -8.7994 -4.8479 0.6105
H -9.5872 -3.9242 -0.6753
H -8.7581 -3.0820 0.6339
H -3.9074 -7.3212 -0.3014
H -2.4468 -6.4376 0.1049
H -4.2391 -5.6278 -2.2338
H -2.7896 -6.6327 -2.3875
H -2.6741 -4.9601 -1.8139
H -7.2294 -3.5169 2.1606
H -6.3130 -3.7335 3.6297
H -8.0815 -5.9375 2.4616
H -8.5694 -4.8392 3.7657
H -7.2312 -5.9724 4.0010
O 3.4854 -10.7031 2.9473
P 4.5488 -9.7132 2.7053
O 5.3931 -10.1777 1.4036
C 4.7767 -10.9057 0.3420
C 3.9653 -10.0266 -0.5880
O 5.6231 -9.9490 3.8864
C 5.3505 -10.8257 4.9788
C 5.9075 -12.2091 4.7156
O 4.8855 -8.1562 2.6927
C 4.5364 -7.3080 1.5920
C 3.0482 -7.0516 1.4949
H 4.1596 -11.7149 0.7357
H 5.5904 -11.3701 -0.2164
H 3.1877 -9.4893 -0.0425
H 3.4863 -10.6311 -1.3587
H 4.6004 -9.2902 -1.0838
H 4.2830 -10.8644 5.1911
H 5.8378 -10.3915 5.8535
H 5.5372 -12.6080 3.7709
H 5.6316 -12.8952 5.5177
H 6.9958 -12.1734 4.6475
H 4.9419 -7.7127 0.6626
H 5.0546 -6.3650 1.7679
H 2.4846 -7.9861 1.4260
H 2.8247 -6.4412 0.6205
H 2.6933 -6.5259 2.3817
*
```

***

Formula: C47H94Cl2INO15S
Source: the Open Molecules 2025 dataset
Level of theory: ωB97M-V/def2-TZVPD

Calculated values
LUMO: -1.396 eV
Maximum force: 4.5 eV/A
Total energy: -4646.3340 Ha

The geometry in ORCA input format:
```
! wB97M-V def2-TZVPD RIJCOSX def2/J DEFGRID3
* xyz 0 1
C -2.1648 4.9518 1.9715
C -1.9825 5.3330 0.4081
N -1.2928 6.4025 0.0237
C -2.6552 4.3033 -0.6411
C -2.8884 2.9074 0.0934
C -1.6441 1.9377 0.1353
C -1.8038 0.5980 0.8765
C -3.1321 0.1177 1.5760
C -4.3500 1.0643 1.5226
C -5.7339 0.6526 2.2553
C -6.0492 1.5505 3.5448
C -7.2073 0.9817 4.5104
S -8.2148 -0.4153 3.8167
C -4.2105 2.4459 0.7733
C -5.4538 3.4808 0.6654
C -5.9890 3.6486 -0.8621
C -5.6969 2.3716 -1.7872
Cl -6.3459 2.7820 -3.4808
C -3.0606 -1.2890 2.3027
O -3.9393 -2.1825 2.2921
C -1.6812 -1.5973 3.0883
C -1.5947 -2.3291 4.4426
C -0.1570 -2.5781 5.0390
I 0.1399 -3.6412 6.9340
C 1.1520 -2.0977 4.3191
Cl 2.8200 -2.3941 5.0162
C 1.0592 -1.3422 2.9406
O 2.1879 -0.8545 2.2405
C -0.3587 -1.1351 2.3702
C -0.5225 -0.3657 0.9631
O 0.2669 -0.4897 -0.0027
H -1.5595 4.0045 2.2456
H -1.8191 5.7847 2.6755
H -3.2573 4.6897 2.1968
H -0.9715 6.8267 0.9223
H -3.5654 4.7246 -1.1802
H -1.8455 4.1115 -1.4447
H -0.6698 2.2360 -0.3696
H -5.6341 -0.4273 2.6056
H -6.6217 0.6644 1.5127
H -6.3077 2.6464 3.3057
H -5.0799 1.6052 4.1768
H -7.9472 1.8532 4.6936
H -6.7946 0.7176 5.5552
H -8.7183 -0.0679 2.5719
H -5.1410 4.5129 1.0632
H -6.3319 3.0514 1.2571
H -5.6545 4.6464 -1.3404
H -7.1398 3.7306 -0.7836
H -6.1979 1.4251 -1.3687
H -4.5871 2.1217 -1.9055
H -2.5194 -2.7062 4.9824
H 2.2258 -1.2150 1.3237
C -1.1258 -2.7788 -1.3735
C -2.4785 -2.8729 -2.0498
O -3.2055 -3.9884 -1.5446
H -0.5498 -3.6933 -1.5385
H -0.5569 -1.9301 -1.7562
H -1.2416 -2.6658 -0.2913
H -2.3582 -3.0074 -3.1260
H -3.0656 -1.9641 -1.8781
H -3.3159 -3.8582 -0.5931
C 5.9856 -0.7244 4.6924
C 6.4307 0.3528 3.7244
O 5.8696 0.1171 2.4372
H 6.2922 -1.7113 4.3355
H 6.4128 -0.5596 5.6847
H 4.8959 -0.7400 4.7765
H 7.5184 0.3521 3.6250
H 6.1158 1.3430 4.0691
H 4.9066 0.1279 2.5325
C 1.7498 -1.8248 -5.4319
C 0.9806 -2.0148 -4.1394
O -0.1461 -2.8568 -4.3565
H 1.1083 -1.3838 -6.1989
H 2.6147 -1.1755 -5.2795
H 2.0966 -2.7857 -5.8209
H 0.6174 -1.0547 -3.7658
H 1.6146 -2.4674 -3.3700
H 0.1830 -3.7065 -4.6780
C 5.7931 -0.8645 -8.6581
C 5.0200 -1.0593 -7.3689
O 3.8961 -1.9032 -7.5918
H 5.1538 -0.4231 -9.4265
H 6.6562 -0.2132 -8.5008
H 6.1435 -1.8250 -9.0480
H 4.6534 -0.1010 -6.9946
H 5.6523 -1.5124 -6.5983
H 4.2282 -2.7515 -7.9141
C 3.5557 3.1867 1.9944
C 4.6478 4.2371 2.0496
O 5.7267 3.7836 2.8582
H 3.1875 2.9620 2.9993
H 2.7184 3.5266 1.3794
H 3.9400 2.2505 1.5793
H 4.2660 5.1634 2.4847
H 5.0287 4.4572 1.0473
H 6.0653 2.9684 2.4618
C -1.2931 -8.2836 7.3152
C -0.5293 -7.7912 8.5285
O -1.2805 -6.7888 9.2069
H -1.5004 -7.4567 6.6306
H -0.7258 -9.0499 6.7814
H -2.2595 -8.7031 7.6105
H 0.4252 -7.3535 8.2273
H -0.3286 -8.6107 9.2233
H -2.1186 -7.1858 9.4774
C -5.7536 -1.0868 9.6550
C -5.3075 -0.0083 8.6881
O -5.8740 -0.2360 7.4020
H -5.4532 -2.0737 9.2939
H -5.3207 -0.9266 10.6453
H -6.8438 -1.0985 9.7456
H -4.2206 -0.0143 8.5838
H -5.6155 0.9821 9.0379
H -6.8358 -0.2208 7.5009
C -4.4535 4.6011 -7.0828
C -3.6905 5.0997 -5.8717
O -4.4448 6.0967 -5.1932
H -4.6671 5.4259 -7.7676
H -3.8828 3.8376 -7.6169
H -5.4166 4.1760 -6.7850
H -2.7395 5.5427 -6.1752
H -3.4833 4.2808 -5.1753
H -5.2804 5.6941 -4.9205
C 2.4895 4.7989 5.6116
C 1.1354 4.6984 4.9383
O 0.4208 3.5775 5.4448
H 3.0703 3.8883 5.4431
H 3.0532 5.6530 5.2285
H 2.3762 4.9090 6.6941
H 1.2532 4.5666 3.8603
H 0.5423 5.6022 5.1125
H 0.3136 3.7059 6.3965
C 3.7294 -8.7305 8.4783
C 2.9589 -8.9263 9.7690
O 1.8360 -9.7716 9.5480
H 3.0871 -8.2901 7.7111
H 4.5919 -8.0780 8.6335
H 4.0805 -9.6903 8.0878
H 2.5916 -7.9686 10.1439
H 3.5932 -9.3780 10.5382
H 2.1682 -10.6197 9.2251
C 3.3324 2.2312 -12.4300
C 4.2832 2.3334 -11.2540
O 5.3490 1.4031 -11.4019
H 2.9253 1.2195 -12.5071
H 2.5051 2.9375 -12.3259
H 3.8550 2.4374 -13.3687
H 3.7631 2.1055 -10.3209
H 4.7037 3.3411 -11.1779
H 5.8099 1.6165 -12.2251
C 7.3418 -0.7145 -15.5899
C 6.7885 0.1977 -14.5132
O 6.3128 1.4084 -15.0915
H 8.1566 -0.2228 -16.1275
H 7.7153 -1.6461 -15.1583
H 6.5707 -0.9533 -16.3282
H 7.5669 0.4514 -13.7900
H 5.9636 -0.2836 -13.9781
H 5.6189 1.1771 -15.7230
*
```

***

Formula: C47H95AgN4O9
Source: the Open Molecules 2025 dataset
Level of theory: ωB97M-V/def2-TZVPD

Calculated values
LUMO (alpha / beta): -3.618 / -6.528 eV
Maximum force: 2.8 eV/A
Total energy: -2890.4118 Ha
ΔE to the lowest compared entry with this formula, charge and spin: 0.0 kJ/mol

The geometry in ORCA input format:
```
! wB97M-V def2-TZVPD RIJCOSX def2/J DEFGRID3
* xyz 1 2
Ag -5.3417 -1.1381 -2.4922
C -2.4569 1.0227 -2.5840
C -2.2759 -0.1214 -1.5984
C -1.5929 0.3902 -0.3460
O -3.4372 -0.8617 -1.3683
H -3.3468 1.6437 -2.3998
H -2.6829 0.7079 -3.6093
H -1.5723 1.6645 -2.5971
H -1.6131 -0.8398 -2.1104
H -0.6035 0.7956 -0.5563
H -1.4386 -0.3956 0.4021
H -2.2589 1.0561 0.2148
C 6.5134 -0.2097 0.5652
C 5.9226 -1.4911 1.1866
C 5.6961 -1.2181 2.6785
C 4.4407 -0.3853 2.8802
C 3.2410 -1.1655 2.3235
C 3.3579 -1.3538 0.8153
N 4.6879 -1.9739 0.5374
O 4.9420 -2.1609 -0.8512
C 2.3303 -2.3934 0.3321
C 3.1070 -0.0530 0.0164
C 6.9299 -2.6369 1.0790
H 6.8263 -0.2739 -0.4762
H 7.3728 0.0895 1.1696
H 5.8420 0.6463 0.6604
H 5.6476 -2.1191 3.2942
H 6.4949 -0.6418 3.1551
H 4.4882 0.6319 2.4859
H 4.2929 -0.2009 3.9502
H 2.3661 -0.5413 2.5444
H 3.1041 -2.0727 2.9116
H 1.3628 -1.9490 0.5636
H 2.4778 -2.6092 -0.7248
H 2.4742 -3.3320 0.8681
H 2.0596 0.2285 0.1370
H 3.6803 0.7779 0.4286
H 3.3674 -0.1822 -1.0292
H 6.4539 -3.5629 1.4023
H 7.8122 -2.4845 1.7058
H 7.3088 -2.7899 0.0678
H 4.7384 -1.2939 -1.2315
C -0.2245 -4.5692 3.0709
C -1.1499 -3.3782 3.4003
C -2.5929 -3.6579 2.8991
C -3.4475 -4.5077 3.8503
C -3.3164 -3.9702 5.2858
C -1.8638 -3.7946 5.7573
N -1.1081 -3.0118 4.7979
O 0.1721 -2.6549 5.2523
C -1.9893 -2.9695 7.0446
C -1.2231 -5.1632 6.1233
C -0.6944 -2.2083 2.5201
H -0.2326 -5.3447 3.8422
H 0.8513 -4.3798 3.0443
H -0.5431 -5.0736 2.1570
H -3.1486 -2.7203 2.8268
H -2.4609 -4.0933 1.9098
H -3.2236 -5.5789 3.8254
H -4.4919 -4.5147 3.5257
H -3.8406 -4.7297 5.8696
H -3.8501 -3.0255 5.4020
H -2.7506 -3.4010 7.6977
H -1.0830 -2.8944 7.6461
H -2.3405 -1.9648 6.7932
H -1.4845 -5.4375 7.1580
H -1.6733 -6.0139 5.6137
H -0.1475 -5.0405 6.2439
H -1.2158 -1.2849 2.7954
H -0.8736 -2.4311 1.4688
H 0.3567 -1.9248 2.6081
H 0.0768 -1.7131 5.4292
C 4.4579 1.7176 -5.7171
C 3.8760 0.5946 -4.8275
C 2.6732 1.2469 -4.1262
C 1.7183 0.2345 -3.5034
C 1.2170 -0.6902 -4.5917
C 2.3818 -1.3959 -5.3173
N 3.3897 -0.4211 -5.7943
O 4.4926 -1.1165 -6.3601
C 3.0751 -2.3798 -4.3187
C 1.8178 -2.2232 -6.4557
C 4.9976 0.1579 -3.8926
H 5.3588 1.4860 -6.2879
H 4.6380 2.6281 -5.1386
H 3.7374 2.0185 -6.4848
H 3.0178 1.9510 -3.3691
H 2.1304 1.7382 -4.9377
H 0.9750 0.8284 -2.9608
H 2.2372 -0.2908 -2.6994
H 0.7037 -0.0712 -5.3369
H 0.4658 -1.3908 -4.2250
H 2.5956 -3.3657 -4.2961
H 4.1421 -2.5484 -4.4278
H 2.8740 -2.0848 -3.2819
H 0.8679 -2.6440 -6.1210
H 1.5895 -1.5347 -7.2793
H 2.4023 -3.0234 -6.9034
H 5.8804 -0.2141 -4.4112
H 4.6645 -0.6430 -3.2319
H 5.3595 1.0224 -3.3311
H 4.5718 -0.6483 -7.1987
C -3.9200 4.9866 1.1697
C -3.6962 5.4055 -0.2699
C -4.6037 4.5872 -1.2060
C -4.6291 5.0901 -2.6363
C -5.0256 6.5826 -2.5998
C -4.1717 7.5280 -1.7424
N -3.8954 6.8300 -0.4673
O -3.2287 7.6629 0.3762
C -2.8567 7.8238 -2.5135
C -4.8753 8.8804 -1.6089
C -2.2155 5.0928 -0.6484
H -3.4104 5.5962 1.9263
H -3.4791 4.0321 1.4615
H -4.9790 4.9924 1.4334
H -4.2673 3.5544 -1.1374
H -5.6016 4.7138 -0.7729
H -5.2960 4.5462 -3.2975
H -3.6117 5.0327 -3.0309
H -6.0703 6.6430 -2.2797
H -4.9994 6.9647 -3.6212
H -3.0161 8.4955 -3.3539
H -2.1016 8.3373 -1.9149
H -2.4182 6.9004 -2.8887
H -5.8388 8.6939 -1.1179
H -4.3265 9.5781 -0.9824
H -5.1445 9.2812 -2.5802
H -1.5115 5.7435 -0.1138
H -2.0131 5.4696 -1.6528
H -1.7942 4.0960 -0.5499
H -3.7686 7.6802 1.1934
O 0.2068 -6.2366 -3.7022
C -0.1336 -5.5462 -2.7909
O -1.4263 -5.4432 -2.3857
C -1.5766 -4.2696 -1.5850
C -0.1914 -4.0165 -0.9621
C 0.7275 -4.5009 -2.0864
H -2.3250 -4.4397 -0.8148
H -1.7924 -3.3572 -2.1452
H 0.0250 -4.6031 -0.0728
H -0.0932 -2.9408 -0.8372
H 1.5894 -4.9555 -1.6059
H 0.9446 -3.7197 -2.8128
O -3.2743 3.9848 5.3215
C -2.9612 2.9400 4.8434
O -3.2697 2.6199 3.5647
C -2.9654 1.2931 3.2174
C -2.7225 0.5918 4.5954
C -2.2442 1.7673 5.4570
H -2.0636 1.2042 2.6116
H -3.8120 0.7441 2.8102
H -2.0660 -0.2783 4.5638
H -3.6675 0.1677 4.9411
H -1.1643 1.8989 5.3697
H -2.4921 1.5847 6.4995
*
```